Entry 1:
Molecular formula: C5H14O
Method: DFT, ωB97M-V/def2-TZVPD

XYZ file:
```
20
Properties=species:S:1:pos:R:3:forces:R:3:nbo_charge:R:1
C 0.827 -0.860 -0.683 -0.2 -0.5 1.5 -0.65
C -0.376 -0.511 -1.586 0.9 0.9 -2.8 0.10
C -0.621 -1.508 -2.749 3.4 -1.4 -0.3 -0.64
O -1.538 -0.645 -0.851 0.5 2.7 3.2 -0.73
H 1.381 0.052 -0.358 -0.5 -0.7 -0.1 0.22
H 1.609 -1.572 -1.073 -1.1 0.7 0.0 0.21
H 0.312 -1.352 0.232 1.3 0.8 -1.3 0.23
H -0.256 0.598 -2.037 -0.4 -2.3 1.1 0.16
H -1.223 -2.210 -2.248 -1.3 -1.2 0.0 0.19
H -1.132 -1.096 -3.656 0.9 -0.5 0.7 0.23
H 0.338 -2.285 -2.864 -2.1 2.5 -0.7 0.21
H -2.197 -1.164 -1.225 -1.4 -1.2 -1.4 0.47
C 0.290 2.266 2.796 -4.9 -1.4 -1.3 -0.62
C 1.358 1.258 2.801 0.4 -4.0 -2.6 -0.62
H -0.549 1.914 3.423 0.6 0.6 0.7 0.20
H 0.744 3.114 3.119 0.5 3.0 1.1 0.20
H -0.438 2.530 1.871 2.6 -0.9 1.2 0.21
H 1.004 0.144 2.536 0.4 2.3 0.9 0.20
H 1.939 1.162 3.757 -0.4 0.5 -1.1 0.22
H 1.912 1.458 1.855 0.8 -0.1 1.1 0.21
```
Forces are in eV/Å.

Values from the calculation:
Multiplicity   1
Frontier orbital gap   11.24 eV
Structure (SMILES)   CC(C)O.CC
Energy relative to the best compared isomer or geometry (same formula, charge and spin)   2.903 eV

Entry 2:
Molecular formula: C5H14O16V3
Method: DFT, ωB97M-V/def2-TZVPD

XYZ file:
```
38
Properties=species:S:1:pos:R:3:forces:R:3:lowdin_charge:R:1
O -4.652 -0.799 0.237 0.5 0.7 0.5 -0.29
V -3.242 -0.120 0.433 2.2 -1.2 0.6 1.08
O -3.191 0.893 1.646 -0.9 -0.3 -1.3 -0.28
O -1.372 -1.211 -4.414 0.0 0.1 0.2 -0.32
V -1.916 -0.017 -3.540 -1.5 2.8 -1.1 0.98
O -3.432 0.306 -4.024 2.2 -1.0 1.0 -0.34
O 1.559 1.603 -0.301 -0.5 0.3 -0.1 -0.30
V 0.083 1.856 -0.817 -0.7 1.3 -0.7 0.98
O -0.656 2.819 0.226 0.9 -0.9 -0.9 -0.33
C -0.797 2.436 -3.348 2.8 -5.5 -0.7 -0.85
O -1.638 2.027 -2.515 -4.1 -1.5 3.3 -0.13
O 0.267 2.816 -2.810 2.4 2.5 1.4 -0.04
O -0.777 1.741 -4.448 -1.2 0.4 -0.6 -0.05
C -0.858 -0.641 -0.973 -2.7 4.1 -2.6 -0.85
O -0.075 -0.317 -1.852 4.0 -0.5 -2.5 -0.06
O -0.844 -0.014 0.097 0.8 1.0 5.4 -0.10
O -2.043 -0.814 -1.395 -4.5 -2.5 -0.7 -0.09
O 1.985 0.412 -3.444 0.7 0.1 -0.5 -0.04
H 1.326 -0.013 -2.900 -0.1 0.0 0.1 -0.04
H 2.818 0.020 -3.166 -0.1 0.0 0.0 0.04
O -2.286 -1.616 2.047 0.1 0.2 -0.4 -0.04
H -2.542 -2.423 2.504 -0.3 0.0 -0.2 0.09
H -1.407 -1.384 2.406 -0.2 0.1 0.0 0.05
O 1.381 -2.630 -2.842 0.2 -0.4 -0.1 -0.06
H 1.178 -1.915 -2.235 -0.1 0.1 0.0 -0.01
H 1.012 -2.336 -3.685 -0.1 0.1 0.1 0.03
C 1.204 0.971 3.793 -0.2 1.4 1.0 -0.07
C 1.655 -0.047 2.794 -0.3 0.3 0.4 -0.48
C 2.660 -0.992 3.457 -0.2 0.2 -0.7 -0.05
O 0.515 -0.779 2.387 -0.7 -1.8 0.2 -0.07
H 2.000 1.687 4.026 0.1 -0.1 0.0 0.08
H 0.887 0.539 4.748 0.1 -0.3 -0.1 0.08
H 0.361 1.596 3.484 0.0 -0.2 -0.5 0.08
H 2.148 0.468 1.964 -0.2 -0.2 -0.2 0.13
H 2.189 -1.719 4.118 -0.2 0.1 0.0 0.08
H 3.329 -0.365 4.045 0.3 -0.2 -0.1 0.08
H 3.191 -1.528 2.670 0.2 -0.1 0.2 0.08
H -0.018 -0.508 1.629 1.0 1.0 -0.5 0.03
```
Forces are in eV/Å.

Values from the calculation:
Multiplicity   1
Frontier orbital gap   6.75 eV
Charge   -1
Energy relative to the best compared isomer or geometry (same formula, charge and spin)   0.000 eV

Entry 3:
Molecular formula: C5H14O2
Method: DFT, ωB97M-V/def2-TZVPD

XYZ file:
```
21
Properties=species:S:1:pos:R:3:forces:R:3:nbo_charge:R:1
C -1.666 -0.990 -0.887 -0.8 0.3 -0.2 -0.65
C -0.519 -0.384 -0.149 1.1 -0.1 -0.7 -0.20
C 0.778 -0.604 -0.462 -0.8 -0.8 1.4 0.02
C 1.796 -0.147 0.573 -0.1 0.2 -0.7 -0.63
C 1.151 -1.623 -1.512 -0.8 -0.4 0.8 -0.66
H -1.360 -1.361 -1.861 -0.1 -0.1 -0.1 0.21
H -2.484 -0.285 -1.057 0.2 0.3 -0.1 0.22
H -2.197 -1.805 -0.379 0.5 -0.1 0.2 0.21
H -0.680 0.303 0.670 -0.4 -0.1 0.2 0.20
H 2.503 -0.908 0.905 0.0 -0.3 -0.4 0.21
H 2.380 0.678 0.164 0.1 0.2 0.3 0.21
H 1.247 0.133 1.466 0.1 0.5 0.1 0.22
H 0.761 -2.575 -1.120 0.3 0.0 -0.1 0.22
H 0.553 -1.461 -2.404 0.6 0.1 -0.4 0.22
H 2.213 -1.776 -1.660 0.1 0.4 -0.3 0.22
O -3.079 0.006 3.130 -0.9 -0.3 0.2 -0.93
H -3.721 -0.647 2.789 0.6 0.4 0.1 0.47
H -3.567 0.408 3.867 0.3 -0.1 -0.3 0.47
O 1.651 4.477 -0.540 -0.1 0.7 0.6 -0.94
H 2.543 4.812 -0.385 -0.2 -0.3 -0.2 0.47
H 1.696 3.748 -1.149 0.3 -0.4 -0.3 0.47
```
Forces are in eV/Å.

Values from the calculation:
Multiplicity   1
Frontier orbital gap   9.31 eV
Structure (SMILES)   CC=C(C)C.O.O
Energy relative to the best compared isomer or geometry (same formula, charge and spin)   0.918 eV

Entry 4:
Molecular formula: C5H14O2
Method: DFT, ωB97M-V/def2-TZVPD

XYZ file:
```
21
Properties=species:S:1:pos:R:3:forces:R:3:nbo_charge:R:1
C 1.396 1.582 1.619 -0.5 0.5 1.9 -0.65
C 0.025 0.808 1.632 -1.0 0.1 -1.7 -0.18
C -0.108 -0.502 1.244 1.4 -0.2 0.6 -0.20
C -0.870 -1.478 0.290 -1.8 0.1 1.8 -0.45
C 0.127 -2.404 -0.424 1.2 0.3 -0.1 -0.61
H 2.153 1.019 1.009 -0.9 1.0 0.3 0.22
H 1.196 2.728 1.322 0.6 -2.9 0.3 0.24
H 1.819 1.623 2.666 -0.3 0.1 -0.9 0.21
H -0.882 1.454 1.730 0.8 -0.3 -1.0 0.19
H 0.613 -1.169 1.784 0.6 0.7 -1.2 0.16
H -1.596 -1.031 -0.451 0.8 -0.2 1.1 0.23
H -1.441 -2.115 1.042 0.2 0.5 -1.2 0.21
H 1.097 -2.362 0.172 -1.2 -0.7 -0.8 0.21
H -0.236 -3.434 -0.637 0.2 0.6 0.7 0.22
H 0.383 -2.034 -1.428 0.0 0.2 0.2 0.20
O -2.554 1.196 -1.731 -2.7 -2.0 0.9 -0.93
H -2.832 0.395 -2.232 0.4 1.0 0.5 0.46
H -1.832 1.544 -2.172 2.4 1.0 -1.3 0.47
O 0.993 1.677 -1.606 0.5 0.0 -1.4 -0.94
H 1.413 1.740 -2.505 -0.6 -0.2 1.4 0.47
H 1.136 0.762 -1.325 -0.1 0.2 0.0 0.48
```
Forces are in eV/Å.

Values from the calculation:
Multiplicity   1
Frontier orbital gap   8.56 eV
Structure (SMILES)   C/C=C/CC.O.O
Energy relative to the best compared isomer or geometry (same formula, charge and spin)   2.859 eV

Entry 5:
Molecular formula: C5H14O2
Method: DFT, ωB97M-V/def2-TZVPD

XYZ file:
```
21
Properties=species:S:1:pos:R:3:forces:R:3:nbo_charge:R:1
C 0.481 1.812 -0.330 -0.2 0.0 0.0 -0.65
C -0.222 0.585 0.149 -0.8 1.9 0.6 -0.25
C -0.130 -0.459 -0.630 -0.6 -4.4 0.9 0.07
C -0.516 -1.893 -0.010 -0.8 3.6 -0.5 -0.64
C 0.264 -0.500 -2.084 -0.9 -2.8 1.4 -0.65
H 0.541 2.486 0.513 0.2 0.6 -0.2 0.22
H 0.024 2.265 -1.214 -0.1 0.4 0.2 0.20
H 1.463 1.461 -0.630 0.4 0.5 0.0 0.21
H -0.831 0.742 1.095 1.1 -1.1 -1.0 0.22
H -1.433 -2.101 -0.538 -0.8 -0.5 0.4 0.21
H 0.135 -2.702 -0.226 1.1 -0.4 0.0 0.21
H -0.635 -1.648 1.060 -0.2 -0.9 -0.5 0.21
H 1.317 -0.648 -2.162 0.9 -0.2 -0.4 0.22
H -0.305 -1.392 -2.553 1.1 1.5 0.5 0.22
H -0.027 0.377 -2.534 -0.5 2.0 -1.4 0.21
O -3.367 1.149 -1.395 -1.2 -0.5 0.2 -0.95
H -2.485 1.482 -1.496 0.4 0.5 -0.3 0.48
H -4.009 1.651 -1.920 0.7 0.0 0.1 0.48
O 3.431 -0.901 4.015 -0.2 0.3 -0.7 -0.94
H 3.357 -1.250 3.101 0.0 0.5 0.8 0.47
H 3.118 0.024 3.979 0.2 -0.8 -0.1 0.47
```
Forces are in eV/Å.

Values from the calculation:
Multiplicity   1
Frontier orbital gap   9.44 eV
Structure (SMILES)   CC=C(C)C.O.O
Energy relative to the best compared isomer or geometry (same formula, charge and spin)   1.565 eV

Entry 6:
Molecular formula: C5H14O2S
Method: DFT, ωB97M-V/def2-TZVPD

XYZ file:
```
22
Properties=species:S:1:pos:R:3:forces:R:3:nbo_charge:R:1
C 1.784 0.285 2.268 -0.4 0.8 1.2 -0.07
O 0.628 0.544 3.090 -0.1 -0.3 -0.2 -0.75
C 1.190 -0.589 1.144 1.0 1.7 0.8 -0.43
C 0.167 0.332 0.362 0.8 -2.4 1.1 -0.46
C 0.669 0.532 -1.059 0.6 -1.0 -0.2 -0.51
S 0.608 -1.097 -1.984 -0.7 1.2 0.0 0.86
C -0.857 -0.846 -2.991 0.5 -0.3 -0.1 -0.80
H 2.549 -0.171 2.900 0.0 -0.6 -0.4 0.19
H 2.186 1.291 2.048 0.1 -0.5 -1.0 0.17
H 0.863 1.089 3.844 0.1 0.1 0.1 0.49
H 1.991 -0.955 0.500 0.0 -0.1 -0.1 0.19
H 0.789 -1.421 1.721 -0.5 -0.1 -0.5 0.25
H 0.115 1.253 0.927 -0.3 0.4 -0.3 0.28
H -0.763 -0.225 0.478 -0.5 0.6 -0.5 0.25
H 1.767 0.606 -1.037 -0.3 0.7 0.0 0.26
H 0.193 1.342 -1.608 0.0 -0.2 -0.3 0.26
H -0.670 -0.107 -3.775 0.1 0.3 0.3 0.29
H -1.103 -1.766 -3.519 -0.2 -0.1 0.4 0.28
H -1.610 -0.502 -2.281 -0.3 -0.1 -0.3 0.26
H -4.171 -0.231 -0.552 -0.3 -0.1 -0.2 0.48
H -2.803 0.487 -0.515 -0.5 0.0 0.2 0.45
O -3.523 0.150 0.039 0.8 0.1 0.0 -0.92
```
Forces are in eV/Å.

Values from the calculation:
Multiplicity   2
<S²>   0.753
Frontier orbital gap (spin up / spin down)   9.97 / 5.12 eV
Charge   +1
Energy relative to the best compared isomer or geometry (same formula, charge and spin)   0.000 eV

Entry 7:
Molecular formula: C5H14O3
Method: DFT, ωB97M-V/def2-TZVPD

XYZ file:
```
22
Properties=species:S:1:pos:R:3:forces:R:3:nbo_charge:R:1
C 0.473 -0.314 1.767 0.6 -0.5 -1.7 -0.63
C 0.405 1.191 1.748 -2.1 2.4 2.2 -0.41
C 0.442 1.988 0.449 2.0 0.3 0.2 -0.40
C -0.511 1.401 -0.576 1.8 -1.6 -0.2 -0.54
C -0.927 2.145 -1.806 -1.8 -0.4 -0.1 0.43
O -1.705 1.594 -2.553 0.3 0.3 -0.2 -0.53
H -0.511 -0.685 2.067 0.6 -0.6 0.0 0.23
H 1.340 -0.758 2.259 -0.4 0.3 1.0 0.22
H 0.754 -0.682 0.752 -0.9 0.2 0.2 0.19
H -0.557 1.566 2.230 0.4 -1.1 -0.6 0.19
H 1.019 1.673 2.509 0.9 -0.2 -0.3 0.21
H 0.245 3.060 0.645 -0.1 -0.6 0.1 0.21
H 1.552 1.971 0.207 -1.3 0.0 -0.8 0.20
H 0.025 0.542 -1.048 -0.1 0.4 0.1 0.24
H -1.293 0.796 -0.076 -0.3 1.0 -0.4 0.25
H -0.643 3.184 -2.059 0.5 -0.1 0.4 0.13
O 0.805 -3.052 -1.768 0.0 -0.7 -0.3 -0.95
H 1.013 -2.632 -0.935 0.2 0.5 -0.1 0.48
H 0.983 -2.468 -2.500 0.3 0.5 0.0 0.48
O -1.264 -3.510 -0.245 -1.6 0.2 0.8 -0.96
H -1.212 -3.162 -1.138 0.7 -0.3 0.2 0.49
H -0.433 -3.846 0.071 0.4 -0.1 -0.5 0.47
```
Forces are in eV/Å.

Values from the calculation:
Multiplicity   1
Frontier orbital gap   10.32 eV
Structure (SMILES)   CCCCC=O.O.O
Energy relative to the best compared isomer or geometry (same formula, charge and spin)   1.192 eV

Entry 8:
Molecular formula: C5H14O3
Method: DFT, ωB97M-V/def2-TZVPD

XYZ file:
```
22
Properties=species:S:1:pos:R:3:forces:R:3:nbo_charge:R:1
C 3.002 0.984 1.398 0.1 0.4 -0.4 -0.61
C 1.822 1.184 0.428 -0.6 0.3 -0.3 -0.45
C 0.447 0.660 0.824 1.2 0.5 0.8 -0.12
C -0.012 1.013 2.033 -1.1 -0.7 -1.4 -0.27
C -1.171 0.281 2.667 -0.5 -0.4 -0.4 -0.11
O -0.704 -1.032 3.075 -0.6 0.9 0.2 -0.70
H 3.886 1.084 0.762 0.2 0.1 0.4 0.21
H 3.070 0.006 1.873 -0.4 -0.1 -0.2 0.21
H 3.072 1.734 2.187 -0.2 0.0 -0.1 0.21
H 2.168 0.824 -0.545 -0.5 -0.2 0.0 0.20
H 1.571 2.238 0.276 0.8 0.3 -0.1 0.22
H -0.069 0.075 0.076 -0.3 -0.5 0.4 0.21
H 0.477 1.834 2.533 0.3 -0.2 0.5 0.20
H -2.006 0.044 1.997 0.4 0.3 -0.3 0.19
H -1.649 0.846 3.478 0.4 -0.2 0.2 0.17
H 0.039 -0.805 3.629 0.6 -0.4 0.4 0.46
O -4.064 -2.500 -3.144 -0.2 0.2 0.9 -0.94
H -3.804 -2.774 -4.012 0.1 -0.1 -0.8 0.47
H -4.563 -1.681 -3.232 0.1 -0.1 -0.2 0.47
O 1.103 -0.010 -5.368 -0.1 0.6 0.4 -0.93
H 1.317 -0.879 -5.038 0.1 -0.5 0.0 0.47
H 1.101 0.532 -4.562 0.0 -0.1 -0.5 0.47
```
Forces are in eV/Å.

Values from the calculation:
Multiplicity   1
Frontier orbital gap   9.73 eV
Structure (SMILES)   CC/C=C/CO.O.O
Energy relative to the best compared isomer or geometry (same formula, charge and spin)   1.257 eV

Entry 9:
Molecular formula: C5H14OS
Method: DFT, ωB97M-V/def2-TZVPD

XYZ file:
```
21
Properties=species:S:1:pos:R:3:forces:R:3:nbo_charge:R:1
C -0.321 -1.792 -0.473 -1.8 0.4 0.6 -0.63
C 0.344 -0.582 -1.135 1.2 -0.6 -0.1 -0.40
C 0.458 0.680 -0.244 0.0 -1.1 -1.4 -0.42
C -0.926 1.263 -0.030 -0.6 -0.4 1.4 -0.53
S -1.203 2.695 -1.139 -0.5 -0.2 0.1 0.18
C -2.736 3.274 -0.321 -0.1 -1.5 0.4 -0.74
H -1.436 -1.700 -0.630 1.1 -0.8 -0.1 0.20
H 0.122 -2.736 -0.810 -0.6 0.2 -0.3 0.22
H -0.251 -1.846 0.625 0.4 0.4 -0.2 0.20
H -0.219 -0.293 -2.041 0.5 -0.4 0.1 0.21
H 1.356 -1.024 -1.381 -0.8 1.3 -0.2 0.20
H 1.036 1.432 -0.787 0.4 -0.1 0.3 0.21
H 0.980 0.302 0.630 -0.1 0.7 0.5 0.21
H -1.661 0.401 -0.014 0.3 1.2 -0.6 0.21
H -1.044 1.710 0.967 0.3 -0.2 -0.1 0.21
H -2.599 2.901 0.714 -0.3 0.9 -0.3 0.21
H -3.580 2.697 -0.711 0.0 0.2 -0.1 0.21
H -2.993 4.328 -0.396 0.6 0.0 0.0 0.23
O 5.256 -4.060 2.196 -1.1 0.5 0.7 -0.92
H 4.335 -3.974 1.908 0.2 -0.4 -0.8 0.46
H 5.083 -3.675 3.070 0.9 -0.1 0.1 0.46
```
Forces are in eV/Å.

Values from the calculation:
Multiplicity   1
Frontier orbital gap   9.13 eV
Structure (SMILES)   CCCCSC.O
Energy relative to the best compared isomer or geometry (same formula, charge and spin)   0.840 eV

Entry 10:
Molecular formula: C5H14PS
Method: DFT, ωB97M-V/def2-TZVPD

XYZ file:
```
21
Properties=species:S:1:pos:R:3:forces:R:3:nbo_charge:R:1
C -2.765 0.043 -2.329 1.0 -2.6 0.7 -0.39
C 1.833 1.081 2.624 0.8 -1.5 2.8 -0.64
C 0.913 -1.308 -0.598 0.3 -2.4 1.5 -1.00
C -2.478 -0.813 -1.351 -1.1 -2.6 -0.1 -0.41
C 1.726 0.039 1.525 1.4 3.0 -2.3 -0.74
P 0.142 -0.195 0.629 0.6 -0.3 -0.1 0.86
S -0.075 1.580 -0.811 0.2 0.1 0.3 0.06
H -2.716 -0.390 -3.298 -0.1 0.3 -0.9 0.23
H -2.988 1.037 -2.201 -0.7 2.2 0.2 0.20
H -1.239 1.102 -1.353 0.5 -0.3 -0.1 0.23
H 1.364 2.046 2.388 0.6 -0.2 -0.1 0.22
H 1.416 0.750 3.674 0.6 0.5 -2.1 0.23
H 2.968 1.065 2.740 -1.6 1.1 0.4 0.24
H 1.001 -0.996 -1.600 0.3 0.5 -1.1 0.26
H 0.296 -2.201 -0.592 -0.6 -0.1 -0.4 0.26
H 1.850 -1.818 -0.213 -0.6 1.4 -0.5 0.27
H -2.392 -1.916 -1.596 0.3 1.4 -0.2 0.22
H -2.607 -0.784 -0.277 0.2 1.1 0.1 0.22
H 1.908 -0.979 1.767 0.3 -0.9 0.8 0.25
H 2.652 0.371 0.823 -2.4 -1.2 0.9 0.25
H -0.810 2.287 0.050 0.1 0.4 0.3 0.19
```
Forces are in eV/Å.

Values from the calculation:
Multiplicity   1
Frontier orbital gap   9.64 eV
Charge   +1
Energy relative to the best compared isomer or geometry (same formula, charge and spin)   3.537 eV

Entry 11:
Molecular formula: C5H14S
Method: DFT, ωB97M-V/def2-TZVPD

XYZ file:
```
20
Properties=species:S:1:pos:R:3:forces:R:3:nbo_charge:R:1
C 1.741 -0.620 1.921 -0.4 -0.1 0.3 -0.62
C 0.869 -1.446 0.996 0.1 -0.1 0.0 -0.51
S 1.414 -1.516 -0.748 0.1 -0.1 0.1 0.16
C 2.504 -0.088 -0.993 -0.3 0.2 -0.1 -0.75
H 1.438 -0.748 2.966 -0.1 -0.1 -0.1 0.22
H 1.648 0.439 1.716 0.2 0.2 -0.1 0.20
H 2.773 -0.955 1.849 0.1 0.2 -0.1 0.21
H 0.891 -2.472 1.345 0.0 -0.3 -0.1 0.22
H -0.175 -1.153 0.989 -0.1 0.3 0.2 0.21
H 2.590 0.569 -0.138 -0.2 -0.1 0.3 0.22
H 3.509 -0.423 -1.215 0.1 -0.1 -0.3 0.22
H 2.068 0.504 -1.799 0.3 -0.1 -0.1 0.22
C -2.145 0.445 -0.977 0.5 0.3 0.0 -0.60
C -3.187 1.529 -0.766 -0.2 -0.2 0.2 -0.60
H -1.329 0.801 -1.608 0.0 0.0 -0.1 0.20
H -1.682 0.186 -0.024 -0.1 -0.2 0.0 0.19
H -2.534 -0.450 -1.450 -0.2 -0.2 0.1 0.21
H -2.756 2.370 -0.224 0.0 0.2 -0.2 0.20
H -4.001 1.172 -0.136 -0.1 -0.1 0.0 0.20
H -3.634 1.858 -1.704 0.1 0.2 0.0 0.20
```
Forces are in eV/Å.

Values from the calculation:
Multiplicity   1
Frontier orbital gap   9.27 eV
Structure (SMILES)   CCSC.CC
Energy relative to the best compared isomer or geometry (same formula, charge and spin)   0.367 eV

Entry 12:
Molecular formula: C5H14S
Method: DFT, ωB97M-V/def2-TZVPD

XYZ file:
```
20
Properties=species:S:1:pos:R:3:forces:R:3:nbo_charge:R:1
C -4.398 3.763 2.878 0.0 0.5 -0.6 -0.61
C -3.340 2.940 2.156 -0.2 -0.2 -1.1 -0.39
C -2.083 3.727 1.737 -0.5 -0.7 1.1 -0.60
H -5.392 3.325 2.770 0.1 -0.3 0.6 0.21
H -4.149 4.019 3.905 -0.1 -0.2 0.1 0.20
H -4.521 4.704 2.333 0.2 0.2 0.1 0.20
H -3.032 2.033 2.681 -0.1 0.2 0.3 0.20
H -3.841 2.564 1.250 0.3 0.0 0.1 0.19
H -1.384 3.031 1.276 0.1 0.3 -0.3 0.21
H -1.628 4.074 2.669 0.2 0.3 -0.2 0.20
H -2.315 4.577 1.100 0.1 -0.1 -0.1 0.20
C 2.506 -1.700 -0.621 -1.0 1.3 -0.2 -0.76
S 2.760 -3.224 -1.509 0.1 -0.3 0.4 0.20
C 2.137 -2.718 -3.113 0.1 0.1 -0.2 -0.75
H 2.898 -0.881 -1.219 0.3 0.1 0.0 0.21
H 1.443 -1.441 -0.510 0.1 -0.4 0.0 0.21
H 2.940 -1.605 0.367 0.3 -0.6 0.1 0.24
H 1.061 -2.792 -3.238 -0.2 -0.1 0.2 0.21
H 2.627 -3.365 -3.832 -0.1 -0.1 -0.2 0.23
H 2.425 -1.691 -3.328 0.2 0.1 0.0 0.21
```
Forces are in eV/Å.

Values from the calculation:
Multiplicity   1
Frontier orbital gap   9.46 eV
Structure (SMILES)   CCC.CSC
Energy relative to the best compared isomer or geometry (same formula, charge and spin)   0.415 eV